{"formula": "C36H96F10N10O25PS10", "method": "ωB97M-V/def2-TZVPD", "symbols": ["C", "C", "C", "O", "C", "N", "H", "H", "H", "H", "H", "H", "H", "H", "H", "H", "H", "H", "C", "C", "C", "O", "C", "N", "H", "H", "H", "H", "H", "H", "H", "H", "H", "H", "H", "H", "C", "C", "C", "O", "C", "N", "H", "H", "H", "H", "H", "H", "H", "H", "H", "H", "H", "H", "C", "C", "C", "O", "C", "N", "H", "H", "H", "H", "H", "H", "H", "H", "H", "H", "H", "H", "C", "C", "C", "O", "C", "N", "H", "H", "H", "H", "H", "H", "H", "H", "H", "H", "H", "H", "C", "C", "C", "C", "P", "C", "C", "C", "C", "C", "C", "C", "C", "C", "C", "C", "C", "H", "H", "H", "H", "H", "H", "H", "H", "H", "H", "H", "H", "H", "H", "H", "H", "H", "H", "H", "H", "H", "H", "H", "H", "H", "H", "H", "H", "H", "H", "H", "H", "H", "H", "H", "H", "N", "S", "O", "O", "F", "S", "O", "O", "F", "N", "S", "O", "O", "F", "S", "O", "O", "F", "N", "S", "O", "O", "F", "S", "O", "O", "F", "N", "S", "O", "O", "F", "S", "O", "O", "F", "N", "S", "O", "O", "F", "S", "O", "O", "F"], "positions_angstrom": [[23.784630, 3.166900, 1.047360], [24.651520, 4.092010, 0.093200], [24.250550, 3.904200, -1.370250], [25.145830, 4.411950, -2.294490], [24.586460, 4.797060, -3.486410], [24.494230, 5.605680, 0.485360], [25.127100, 5.973920, 1.181040], [24.563040, 6.297220, -0.247540], [23.640010, 5.900460, 0.936490], [22.709710, 3.299550, 0.924720], [24.056300, 3.368800, 2.083480], [24.122180, 2.136410, 0.936720], [25.709790, 3.856230, 0.205330], [23.243930, 4.314880, -1.448800], [24.044340, 2.865660, -1.629120], [24.018150, 5.720890, -3.378470], [23.827190, 4.141210, -3.912400], [25.342050, 5.145060, -4.190740], [22.000490, 17.295150, 11.094190], [20.478340, 17.176430, 10.751060], [19.896630, 15.877020, 10.129240], [18.541220, 16.115090, 9.760140], [18.046450, 15.188480, 8.805850], [19.778570, 17.495530, 12.089300], [18.770810, 17.562780, 12.087860], [20.123840, 16.901420, 12.829510], [20.104630, 18.428950, 12.295490], [22.221490, 16.568750, 11.876250], [22.325020, 18.256680, 11.491990], [22.722890, 17.090550, 10.304010], [20.134840, 18.048680, 10.194920], [19.694930, 15.031880, 10.787390], [20.454830, 15.489240, 9.277110], [18.810860, 14.893510, 8.086980], [17.170350, 15.647850, 8.348120], [17.831150, 14.308240, 9.411590], [30.085830, 9.488090, 14.280440], [29.535410, 10.579830, 13.310960], [30.282630, 11.903000, 13.486120], [29.583960, 12.920450, 12.823900], [30.114850, 14.179020, 13.246110], [29.708040, 10.043730, 11.859030], [29.712590, 10.882880, 11.296970], [30.558610, 9.521150, 11.705630], [29.020350, 9.432810, 11.441950], [29.932760, 9.660070, 15.345850], [31.107010, 9.224000, 14.005590], [29.654600, 8.499150, 14.125080], [28.479430, 10.637290, 13.574970], [31.327810, 11.800320, 13.194310], [30.269410, 12.051740, 14.565840], [29.524530, 14.984800, 12.809830], [31.161850, 14.248380, 12.951000], [30.075720, 14.324360, 14.325670], [18.647480, 9.480650, 12.572640], [17.771980, 9.327350, 13.792890], [16.618010, 8.293930, 13.697950], [15.852300, 8.337940, 14.937550], [14.488430, 7.950380, 14.709880], [18.700080, 8.921200, 14.940170], [19.438100, 8.307250, 14.626340], [19.304640, 9.625690, 15.338050], [18.246790, 8.570020, 15.771610], [19.477130, 10.187350, 12.591670], [18.126960, 9.774470, 11.661140], [19.165590, 8.549730, 12.342340], [17.343980, 10.266340, 14.143910], [16.901510, 7.324860, 13.287300], [16.045150, 8.680580, 12.855070], [13.846650, 8.050440, 15.585210], [14.453170, 6.881750, 14.497990], [14.087310, 8.592360, 13.925620], [22.467500, 12.795820, 4.198560], [23.657340, 11.940970, 4.675890], [23.683000, 11.737160, 6.200020], [24.105310, 12.931200, 6.854050], [24.428010, 12.777850, 8.243050], [23.451710, 10.620310, 4.011220], [22.573440, 10.198280, 4.277000], [23.572680, 10.610490, 3.008540], [24.175900, 10.051390, 4.425910], [22.367020, 13.730830, 4.749710], [21.480650, 12.341590, 4.109680], [22.697200, 13.098490, 3.176920], [24.625410, 12.358440, 4.399010], [24.367200, 10.952940, 6.524000], [22.711810, 11.411810, 6.572890], [23.527140, 12.659030, 8.845060], [25.087210, 13.574360, 8.588200], [25.061680, 11.939280, 8.531760], [20.315310, 18.811370, -7.047740], [19.674020, 17.956460, -5.901090], [20.023710, 18.480470, -4.448920], [19.834140, 17.451630, -3.296030], [20.494300, 17.951060, -1.660770], [20.003680, 16.758090, -0.355860], [18.493530, 16.479060, -0.177000], [18.277950, 15.310260, 0.802370], [16.804060, 15.001360, 1.161560], [22.309400, 18.143170, -1.959920], [23.133740, 17.026280, -2.543630], [24.461690, 17.419090, -3.096040], [25.317680, 16.341170, -3.670340], [19.743110, 19.530070, -1.150980], [18.274210, 19.734430, -1.502060], [17.401580, 20.334710, -0.419500], [17.726580, 21.746450, -0.100680], [21.392990, 18.838970, -6.886680], [19.904350, 19.809560, -7.198830], [20.121860, 18.310740, -7.996460], [20.014630, 16.923610, -5.973930], [18.594080, 17.883510, -6.029540], [19.363120, 19.347490, -4.449540], [21.068290, 18.776950, -4.353890], [20.115360, 16.429670, -3.550230], [18.761470, 17.334970, -3.141540], [20.248800, 17.091870, 0.652410], [20.489480, 15.836120, -0.675340], [18.069890, 16.232630, -1.150610], [17.912700, 17.367300, 0.071500], [18.709280, 15.691320, 1.728030], [18.734650, 14.366030, 0.505790], [16.542660, 15.889840, 1.736360], [16.762600, 14.106570, 1.782630], [16.239670, 14.959560, 0.230000], [22.808190, 18.588680, -1.099220], [22.338490, 18.920090, -2.723900], [22.514830, 16.590360, -3.327870], [23.267230, 16.269110, -1.770990], [24.884320, 17.943740, -2.239170], [24.471650, 18.280870, -3.763370], [25.989070, 15.981550, -2.890590], [25.870810, 16.675810, -4.547930], [24.748460, 15.478160, -4.015740], [20.235200, 20.440880, -1.492120], [20.053120, 19.563470, -0.106520], [17.711400, 18.835390, -1.753200], [18.092100, 20.357080, -2.377980], [17.585500, 19.668500, 0.423390], [16.349290, 20.186700, -0.662140], [17.515930, 22.206980, -1.065880], [18.773800, 21.915590, 0.149990], [17.000040, 22.170120, 0.592690], [26.927930, 7.517700, 4.656910], [27.382900, 6.649630, 5.886310], [27.237180, 7.271860, 7.185340], [28.297400, 5.548870, 5.726580], [25.989570, 5.903490, 5.820640], [28.447870, 8.250420, 4.822520], [29.514450, 7.706590, 4.026770], [28.808330, 9.124750, 5.911900], [27.945720, 9.303150, 3.682030], [23.921520, 10.071670, -1.084740], [25.070820, 10.570940, -1.929210], [25.767530, 11.827040, -1.636110], [25.160890, 10.041800, -3.279350], [26.176510, 9.530950, -1.334100], [22.619120, 10.670750, -2.080910], [22.263850, 9.844410, -3.229290], [22.482960, 12.181960, -2.205950], [21.458010, 10.339660, -0.963660], [22.332500, 12.193440, 16.693960], [21.799600, 13.588370, 16.968120], [21.686310, 14.605420, 15.942900], [21.951890, 14.179860, 18.335650], [20.267590, 13.112050, 16.955360], [23.889210, 12.746570, 16.122560], [24.716070, 13.543370, 16.998740], [23.819840, 13.174560, 14.719850], [24.582800, 11.296560, 16.124420], [23.197830, 19.991350, 3.139880], [22.328900, 19.885870, 4.563460], [22.615000, 20.887310, 5.602200], [21.752170, 18.624620, 4.977860], [20.978690, 20.516460, 3.884970], [24.322990, 19.043750, 3.659790], [24.062350, 17.624770, 3.393030], [25.112460, 19.479730, 4.807070], [25.415190, 19.345680, 2.489140], [19.858340, 7.229750, 4.045050], [18.716730, 6.407270, 3.037840], [17.561130, 7.098620, 2.435670], [18.517440, 5.042720, 3.493740], [19.702400, 6.140330, 1.832680], [18.820920, 7.642100, 5.010720], [17.782050, 6.699140, 5.559940], [18.410520, 9.078960, 4.908220], [19.773530, 7.733910, 6.283830]], "forces_ev_per_angstrom": [[1.3633, 1.1544, -0.1682], [-0.6141, -0.7723, 0.1968], [-1.1076, -0.2131, 0.1804], [1.2050, -0.0122, 1.4661], [-1.2131, 1.9503, -1.4522], [-0.0932, 0.1830, 0.3843], [1.1895, -0.5487, 0.3301], [0.3931, -0.1194, -1.2263], [-1.2245, -0.8399, 0.0123], [0.1080, -0.1437, -0.1884], [-0.1616, 0.3318, 0.0926], [-0.3181, 0.0281, -0.5129], [-0.0262, 0.3016, 0.1778], [-0.2655, 0.6876, -0.2977], [0.3302, -0.5188, 0.6177], [-0.2980, 0.3839, 0.4830], [0.5159, -0.7610, -0.1297], [0.2469, -0.8653, 0.0102], [-0.3433, -0.8692, 0.1573], [0.2307, 0.1875, 0.1112], [-1.2874, -0.1155, 0.2881], [0.5818, 1.9475, -0.5940], [0.1908, -0.2594, 0.9817], [0.8078, 0.2178, -0.4067], [-0.5337, -0.5235, -0.3344], [-0.1026, -0.4806, 0.4701], [0.1471, 0.4592, 0.4317], [0.0866, -0.1792, 0.1001], [-0.5757, 0.2691, -0.0626], [-0.5938, -0.1194, -0.4115], [0.1945, -0.3756, -0.7433], [1.4602, -0.1126, 0.8970], [0.4351, 0.4801, -0.0195], [-0.0675, 0.3111, -0.3066], [0.1226, -0.3596, -0.0123], [-0.6261, -0.4612, -0.4898], [0.2074, -0.7084, -1.1174], [0.5857, -1.8962, 1.3480], [-1.1959, -0.9063, 0.1086], [0.4414, 0.0211, 0.3084], [-0.0126, 0.4837, -0.2409], [-0.3063, 0.8734, 0.5361], [0.1933, 0.3855, -0.6771], [0.8202, 0.1644, 0.2764], [-0.9818, -0.1900, 0.3902], [0.2977, 0.5545, -0.2353], [0.5301, 0.6499, 0.5599], [-0.8353, 0.1367, -0.2716], [-0.0835, 0.5174, -0.7917], [0.2518, 0.1083, -0.2827], [0.0772, 0.2023, 0.2090], [0.1180, -0.2520, -0.2320], [0.0461, 0.1811, -0.1805], [-0.1778, -0.3639, 0.1822], [0.5102, -0.2929, -1.0083], [-0.0400, -0.2033, 0.9018], [-0.3657, 1.4768, 0.1738], [1.0882, -0.1939, -1.2005], [0.0359, -0.2972, 0.0174], [0.7977, 0.1997, 0.2748], [-0.2032, -1.1526, -0.3031], [-0.1014, 1.4808, -0.1396], [-0.7484, -0.6995, 0.0834], [-0.2089, 0.3966, 0.8521], [-0.4722, -0.2129, 0.2201], [-0.2732, -0.3746, -0.0764], [-0.0823, -0.0140, -0.1891], [0.3418, -0.4975, 0.8540], [-0.5288, 0.2977, 0.0711], [0.6088, 0.4749, 0.3080], [-0.0702, 0.0353, -0.5798], [-0.1975, -0.3377, -0.1855], [0.8059, 1.0209, -0.6852], [-1.7283, 1.2097, 0.6909], [0.3311, 0.0126, 0.9682], [0.2429, -0.2686, -0.0908], [0.1653, -0.3033, 0.0271], [1.3203, -0.3560, 1.1674], [-0.6733, -0.0859, -0.0857], [-0.0841, 0.2516, -0.5399], [0.4825, -0.9488, -0.2194], [0.1571, -0.1573, 0.1753], [0.1570, -0.5829, 0.5873], [0.0173, 0.1706, -0.1416], [-0.1327, -0.1002, -0.3619], [0.3561, -0.3875, -0.4239], [-0.4732, 0.1121, -0.0689], [-0.1339, 0.3979, 0.0590], [-0.6995, 0.6705, -0.3824], [-0.0485, -0.7941, -0.8423], [-0.4398, -0.9748, 0.5241], [0.8782, 0.0422, 0.4183], [0.0466, -0.6031, -0.9723], [-1.5789, 0.3613, -0.0205], [0.2828, 0.2009, -0.6957], [-0.7264, 0.1493, -0.3126], [-0.4723, -0.7928, -1.5571], [-0.4229, 0.4305, 0.5498], [1.2601, 1.2471, -0.4580], [-0.1109, 1.1953, 0.3440], [-1.6386, -1.5303, -0.2708], [0.2815, 2.2423, 0.7516], [0.4158, -0.9068, 0.0906], [0.6710, 0.6800, -0.3653], [-1.7092, -0.3882, -0.3087], [0.5924, -1.6280, 1.2522], [-0.6690, 0.6155, -0.9294], [-0.0139, 0.2449, -0.1477], [0.0489, 0.0839, 0.5493], [0.1461, -0.1634, 0.0053], [0.2671, -0.0481, -0.2486], [-0.0999, 0.2459, 0.1620], [0.2433, 0.2380, 1.1895], [-0.0171, 0.3944, -0.7091], [0.6224, 0.0960, -0.0787], [-0.2487, 0.0183, 0.1941], [1.1881, 0.0944, -0.2467], [0.2301, -0.1780, 0.5237], [-0.0896, -0.3801, -0.2269], [0.2688, 0.0975, 0.6510], [0.5048, -0.5489, 0.2301], [0.5240, 0.3465, -0.2611], [-0.8633, -0.2452, 0.0881], [-0.3036, 0.0792, -0.2422], [-0.3939, -0.3444, 0.3147], [-0.1841, -0.0033, 0.3113], [-0.3114, 0.4576, 0.0343], [0.0511, -0.4595, -0.1869], [0.1329, -0.2904, -0.1238], [0.9849, -0.3757, 0.2833], [-0.9335, -0.0552, -0.5679], [0.2269, -0.1903, -0.3193], [0.2083, 0.1014, 0.2695], [-0.2119, -0.0160, 0.1060], [0.6284, -0.3758, -0.5783], [-0.8007, -0.0881, 0.5609], [0.5697, -0.5504, -0.1106], [0.8065, 0.0799, -0.3182], [-0.2304, 0.0673, 0.5825], [-0.0060, 0.2349, -0.2107], [0.2808, 0.8485, 0.0217], [-0.1950, 0.0747, 0.3109], [0.4708, 0.0853, 0.2920], [4.3896, 1.0286, 1.5995], [-5.2309, -5.1577, 3.7402], [1.1056, -0.0201, -0.5808], [0.3420, 1.3913, -0.1072], [-1.2516, -1.4751, 0.3347], [1.6076, 5.7535, -6.7039], [-0.3038, -1.1968, 1.5228], [-0.8139, -1.2194, -0.0424], [-0.1432, 1.0580, 0.3237], [-5.1503, 1.2603, -0.6133], [8.8360, -0.1469, -2.5654], [-2.3153, -1.3313, -0.2773], [-1.4809, 1.5776, 0.3641], [-0.1831, -0.0982, 1.2008], [-2.8662, 1.9411, 0.3462], [0.8614, 1.3389, 2.2322], [1.0652, -4.7387, 0.4379], [1.1230, 0.0802, -0.8506], [4.9761, -0.2603, -1.6696], [-5.2319, 5.9867, 4.6961], [1.2240, -0.7651, -0.2724], [0.2403, -2.1116, -3.2383], [-0.6670, -0.5548, 0.4229], [0.8319, -0.6096, -1.8619], [-1.2744, -1.0727, -0.5555], [0.1882, -1.3211, 2.2443], [-0.4585, 0.5994, -0.1287], [-1.4343, -0.3066, 3.0750], [-4.5265, 3.7205, 0.9708], [0.1615, -2.1218, -2.0080], [1.5996, 0.3012, -0.2559], [0.6226, 0.1007, -0.0263], [5.8388, -2.9230, -2.3052], [0.1808, 1.8939, 1.1503], [-1.8705, -0.9665, -0.7432], [-0.7595, 0.1191, 0.1151], [-0.2068, -2.8896, -5.2991], [-1.1478, -3.2957, -2.1638], [2.9909, -0.5772, 1.6736], [0.1923, 1.8598, -0.2785], [0.5044, 0.8135, -0.3631], [-5.9299, 4.9892, 8.4557], [2.5347, 2.2607, -2.2897], [0.5746, -3.0375, -0.2607], [0.8078, 0.0558, 0.5820]], "gap_ev": 7.30, "total_energy_ha": -9178.72369, "lumo_energy_ev": -2.82, "de_lowest_kj_mol": 728.41, "total_charge": 1}